Molecular formula: C5H9BO
Method: DFT, ωB97M-V/def2-TZVPD

- Relative energy (zero: lowest compared OMol25 entry of this formula, charge and spin): 338.9 kJ/mol
- Charge: 0
- HOMO energy: -8.0 eV

XYZ file:
```
16
Properties=species:S:1:pos:R:3:forces:R:3:nbo_charge:R:1
B -3.258904 0.081730 -1.565828 0.1388 -0.9734 0.7768 0.906
C 0.022409 1.290169 1.124515 1.7862 -0.6619 0.6592 -0.568
C 0.318301 1.629880 -0.321256 -0.3120 2.8538 1.9762 0.162
C 0.365495 -0.219611 1.447840 -1.6832 -0.3602 -0.3560 -0.437
C 0.604118 0.426283 -0.954204 0.0578 -4.0973 -0.6726 -0.621
C 0.209636 -0.743379 0.009879 0.9420 0.6968 -0.4898 -0.431
O -2.987108 -0.539110 -0.567576 -0.1899 0.5693 -0.3818 -0.822
H -3.545506 0.518028 -2.585874 -0.1097 0.4966 -0.4561 -0.081
H -1.025282 1.356209 1.003244 -1.8736 0.3223 0.0207 0.266
H 1.287561 -0.209897 2.027020 0.5296 -0.5512 -0.7395 0.206
H -0.346768 -0.902960 2.041253 0.6100 1.7761 -0.3886 0.220
H 0.160127 0.181477 -1.934341 0.0804 0.7940 0.0171 0.241
H 1.665818 0.422776 -1.193537 0.5649 0.4087 0.1805 0.290
H 0.598770 -1.703281 -0.242088 0.6925 -0.6997 -0.0735 0.209
H -0.825632 -0.780031 -0.261932 -0.8351 -0.5133 0.8013 0.222
H 0.345867 1.979531 1.934685 -0.3988 -0.0607 -0.8738 0.238
```
Forces are in eV/Å.

---

Molecular formula: C5H9BeO3
Method: DFT, ωB97M-V/def2-TZVPD

- Relative energy (zero: lowest compared OMol25 entry of this formula, charge and spin): 273.8 kJ/mol
- Charge: +1
- HOMO energy: -13.9 eV

XYZ file:
```
18
Properties=species:S:1:pos:R:3:forces:R:3:nbo_charge:R:1
H -3.098640 3.337237 0.219386 -0.0251 -0.0971 0.0220 0.312
O -1.188480 1.024608 0.616275 -8.3164 12.0645 5.2037 -0.857
C -2.166007 1.478752 0.025870 -2.8027 1.2771 -0.6304 0.617
H -2.341926 1.172624 -1.021728 0.3792 0.1162 0.2480 0.222
H -4.167733 1.953456 0.396336 0.2093 0.1198 -0.0276 0.299
C -3.171201 2.334330 0.670067 0.3019 -0.3721 0.1725 -0.757
H -3.043673 2.373936 1.755659 0.0142 0.1276 -0.2579 0.271
C 0.007536 -0.865972 -0.562930 5.0570 -4.7089 -5.9055 0.102
O -1.011311 -0.700376 -1.278886 0.9604 -0.4371 0.7417 -0.649
Be -0.479296 0.111932 0.288927 5.2433 -6.7985 1.3124 1.537
O 1.197487 -0.833219 -1.141903 -0.8255 -1.4038 -1.4803 -0.467
C 2.489424 -0.911417 -0.512184 0.4965 0.1718 0.4994 -0.071
C 2.730088 -2.170282 0.290824 -0.1397 -0.1763 0.1049 -0.646
H 2.618763 -0.013706 0.102648 -0.0293 -0.0775 0.0120 0.177
H 3.201938 -0.841862 -1.342912 -0.3709 0.0165 0.1549 0.222
H 2.079046 -2.207274 1.174123 0.1250 -0.0973 -0.2319 0.212
H 3.770111 -2.177026 0.645776 -0.2844 0.0392 -0.1343 0.243
H 2.573873 -3.065741 -0.325349 0.0072 0.2358 0.1965 0.234
```
Forces are in eV/Å.

---

Molecular formula: C5H9BiO3
Method: DFT, ωB97M-V/def2-TZVPD

- Relative energy (zero: lowest compared OMol25 entry of this formula, charge and spin): 36.3 kJ/mol
- Charge: +2
- HOMO energy (alpha / beta): -17.9 / -18.0 eV

XYZ file:
```
18
Properties=species:S:1:pos:R:3:forces:R:3:nbo_charge:R:1
H -4.476850 -1.775565 2.660362 -0.0818 -0.0627 -0.1024 0.317
O -2.079423 -1.301277 0.815547 -1.7146 -3.6495 0.1866 -0.752
C -3.271749 -1.149657 1.073371 -2.7519 -0.3791 0.2625 0.585
H -3.770274 -0.211037 0.769321 0.1270 -0.1357 0.0925 0.191
H -4.978598 -2.356142 1.078474 0.0610 0.1222 0.0834 0.318
C -4.093942 -2.185709 1.712065 0.5598 0.1341 0.0639 -0.750
H -3.536862 -3.112730 1.874944 -0.1403 0.2085 0.0189 0.278
C 0.682512 0.890132 -1.175433 3.7547 3.4172 -1.2223 0.428
O -0.430713 1.247759 -1.618972 -0.2663 -0.1179 -0.0131 -0.571
Bi -0.606268 -0.116569 0.146856 1.8819 2.6053 2.0259 1.916
O 1.560212 1.845011 -0.857265 -2.3103 -1.7988 -1.8882 -0.404
C 2.938941 1.693194 -0.482818 1.8598 -0.0822 0.9125 -0.086
C 3.771599 0.781899 -1.356040 -0.2860 -0.1705 -0.3170 -0.653
H 2.961526 1.371049 0.564382 -0.0940 0.0077 -0.1372 0.199
H 3.336792 2.715237 -0.507640 -0.3775 -0.2065 -0.0699 0.250
H 3.434962 -0.259757 -1.271282 0.1011 0.1738 -0.1240 0.213
H 4.817594 0.817821 -1.021238 -0.3469 0.0699 -0.0267 0.274
H 3.740542 1.106340 -2.404635 0.0242 -0.1356 0.2545 0.247
```
Forces are in eV/Å.

---

Molecular formula: C5H9Br
Method: DFT, ωB97M-V/def2-TZVPD

- Relative energy (zero: lowest compared OMol25 entry of this formula, charge and spin): 101.4 kJ/mol
- Structure (SMILES): C[C@H]1C[C@]1(C)Br
- Charge: 0
- HOMO energy: -9.8 eV

XYZ file:
```
15
Properties=species:S:1:pos:R:3:forces:R:3:nbo_charge:R:1
C -1.656625 0.312968 0.355982 -2.4219 -1.8172 0.5174 -0.616
C -0.360051 0.832456 -0.194371 0.5889 -1.1859 1.9046 -0.308
C 0.913053 0.946278 0.645565 0.8720 1.8607 -0.5975 -0.465
C 0.829428 -0.011900 -0.456157 0.8353 0.3032 -2.2836 0.205
C 0.685186 -1.486278 -0.298948 0.4234 0.3093 1.1715 -0.670
Br 2.146726 0.619374 -2.269120 -1.6971 -0.8117 2.0962 -0.201
H -1.620405 -0.796580 0.616718 -0.0211 1.4288 -0.1186 0.208
H -2.498258 0.350685 -0.462075 1.5687 0.1671 1.5400 0.223
H -2.049166 0.855611 1.301731 0.7957 -0.6668 -1.6568 0.227
H -0.649219 1.595402 -0.780334 0.2349 2.8282 -2.3224 0.238
H 1.598033 1.852005 0.662115 -1.1762 -1.2120 -0.5425 0.255
H 0.852775 0.518959 1.597040 -0.0209 -0.7596 1.4642 0.212
H 0.348246 -1.595356 0.765246 0.5117 -0.4175 -0.8590 0.225
H 1.517956 -2.115267 -0.552825 0.9204 0.1695 0.4837 0.245
H -0.057680 -1.878355 -0.930568 -1.4137 -0.1960 -0.7972 0.221
```
Forces are in eV/Å.

---

Molecular formula: C5H9Br2NO2
Method: DFT, ωB97M-V/def2-TZVPD

- Relative energy (zero: lowest compared OMol25 entry of this formula, charge and spin): 184.9 kJ/mol
- Charge: 0
- HOMO energy: -10.2 eV

XYZ file:
```
19
Properties=species:S:1:pos:R:3:forces:R:3:nbo_charge:R:1
C 2.464217 -0.434892 -0.544468 0.5053 -2.5395 0.0775 -0.610
C 0.951505 -0.704531 -0.514649 0.3371 2.5211 0.0399 -0.439
C -2.058662 0.728716 -0.594592 -1.6661 0.0674 -2.4845 -0.482
C 0.280907 -0.209868 0.767089 -3.7508 -1.8714 -2.9435 -0.064
C -1.605662 -0.255860 0.338375 3.6813 -1.5681 4.3665 -0.230
N 0.492255 1.182141 1.155033 -0.0645 -2.6122 -0.0855 0.519
O 0.586256 1.421211 2.312966 0.1598 0.6328 2.3341 -0.359
O 0.515427 1.962914 0.264415 0.1724 2.0251 -1.9481 -0.390
Br -4.078543 0.554700 -0.646161 0.6434 0.4731 0.0735 -0.031
Br -2.045068 -2.190120 0.099050 0.4077 1.3697 -0.2061 0.027
H 2.745215 0.574552 -0.533732 0.1553 1.6097 0.7019 0.215
H 2.889924 -1.039454 0.391234 -0.3542 1.4041 -2.2462 0.207
H 2.916601 -0.742958 -1.545792 -0.5359 -0.3597 1.4862 0.225
H 0.881913 -1.747430 -0.535647 -0.6831 -1.5710 -0.0328 0.228
H 0.342482 -0.274899 -1.334996 0.9523 -0.2544 -0.0034 0.209
H -1.818776 1.762623 -0.324296 -0.0609 -0.4246 -0.1059 0.270
H -1.834306 0.473021 -1.659440 0.1834 0.5023 0.9672 0.243
H 0.230389 -0.996611 1.500375 0.5026 0.6405 1.0226 0.235
H -1.856065 -0.063260 1.405245 -0.5850 -0.0450 -1.0134 0.226
```
Forces are in eV/Å.

---

Molecular formula: C5H9BrN3
Method: DFT, ωB97M-V/def2-TZVPD

- Relative energy (zero: lowest compared OMol25 entry of this formula, charge and spin): 209.4 kJ/mol
- Structure (SMILES): C\C=[NH+]/C(N)=N\C=C\Br
- Charge: +1
- HOMO energy (alpha / beta): -12.8 / -12.8 eV

XYZ file:
```
18
Properties=species:S:1:pos:R:3:forces:R:3:nbo_charge:R:1
C -1.603051 0.176195 1.153992 -2.6466 -1.4649 -0.0889 -0.718
C -0.129774 0.031832 1.243470 -2.4993 -1.1300 -3.8056 0.253
N 0.388479 -1.002323 0.552154 2.3690 -1.3315 2.0319 -0.573
C 0.536373 -1.115393 -0.850686 -0.4909 4.2446 0.2008 0.610
N 0.165117 -2.242528 -1.404382 0.1565 0.0339 -1.9019 -0.735
N 0.982265 -0.043413 -1.441361 -0.3849 -2.7965 -0.8751 -0.432
C 1.243299 1.169299 -1.005412 -0.0660 0.6651 0.9892 0.040
C 0.337138 1.960482 -0.352576 -1.0194 0.9809 0.6380 -0.349
Br 0.830821 3.613804 0.476362 0.2032 -0.5138 -0.3370 0.113
H -2.191603 -0.035605 0.219789 1.3145 0.1564 0.3113 0.257
H -2.014554 1.097670 1.522879 0.2701 0.5683 0.3185 0.256
H -2.083498 -0.645031 1.835597 1.1738 1.2480 -0.7251 0.277
H 0.191487 0.424355 2.127092 2.0191 0.4468 2.2552 0.231
H 1.181758 -1.572542 0.944047 -0.8978 1.2294 0.2207 0.431
H 0.403891 -2.315535 -2.371542 0.0414 0.0695 -0.7201 0.423
H 0.243028 -3.112911 -0.967334 -0.2081 -1.2158 1.3216 0.418
H 2.258834 1.547302 -1.123094 0.0131 -0.2254 0.0459 0.239
H -0.740012 2.064342 -0.558993 0.6523 -0.9650 0.1206 0.257
```
Forces are in eV/Å.

---

Molecular formula: C5H9Cl2N2O
Method: DFT, ωB97M-V/def2-TZVPD

- Spin multiplicity: 3
- Charge: +1
- ⟨S²⟩: 2.0300
- HOMO energy (alpha / beta): -10.1 / -14.2 eV

XYZ file:
```
19
Properties=species:S:1:pos:R:3:forces:R:3:nbo_charge:R:1
C -1.321255 1.069315 -1.836031 -1.8244 0.7271 3.5846 0.435
C -0.733524 1.079117 0.558474 -1.4611 2.8809 -0.6331 -0.356
C -0.781977 -0.224391 1.329052 -0.9873 0.9859 0.6707 -0.232
C 1.120574 -1.224019 -0.139965 2.1526 0.5781 -0.4834 -0.327
C 1.318362 0.066807 -0.902066 2.7496 -2.1374 0.1542 -0.129
N -0.443489 0.869077 -0.806789 -1.1317 0.7884 0.3502 -0.169
N 0.453128 -1.048277 1.219693 0.5506 -1.5304 1.1810 -0.518
O -2.474325 1.408199 -1.613157 0.1752 -0.0464 -0.7198 -0.386
Cl 1.534521 -0.245888 -2.613291 0.2113 0.2759 0.6862 0.040
Cl 2.345040 1.262116 -0.139033 0.0201 -0.5353 -0.4139 0.022
H -0.846979 0.716938 -2.658453 0.6115 -0.5264 -3.6366 0.165
H -1.665667 1.776133 0.524416 0.9057 -1.7766 1.0629 0.283
H 0.049664 1.745489 0.974502 -0.1099 -0.5043 -0.2333 0.270
H -0.895980 0.094114 2.391120 -0.1089 -0.7391 -0.6586 0.257
H -1.606341 -0.849757 0.998434 -0.1478 0.0536 0.1130 0.238
H 0.586206 -1.912186 -0.756993 -1.1686 -0.2194 -0.2031 0.253
H 2.076214 -1.801185 -0.007467 -0.5495 0.7130 0.5860 0.247
H 1.107966 -0.748717 1.988102 -0.2657 -0.1987 -1.3096 0.455
H 0.177861 -2.032884 1.489453 0.3784 1.2110 -0.0975 0.453
```
Forces are in eV/Å.